1.
This record from the Open Molecules 2025 dataset describes C3H6N2O in the gas phase. The level of theory is ωB97M-V/def2-TZVPD.

Charge: 0
Gap between HOMO and LUMO, eV: 10.63
Multiplicity: 1
SMILES: [H]/N=C/N(C)C=O

Each line ends with the Löwdin charge.
Element x y z (Å)
O1 1.494 1.804 -0.328  0.002
N1 -1.838 -1.464 0.022  0.073
N2 0.035 0.119 -0.012  -0.047
C1 0.394 1.341 -0.537  -0.348
C2 1.311 -0.422 0.768  0.010
C3 -1.310 -0.367 -0.337  -0.241
H1 -1.899 0.338 -0.970  0.122
H2 0.969 -0.982 1.631  0.069
H3 2.039 0.338 1.163  0.090
H4 1.947 -1.001 0.077  0.086
H5 -2.801 -1.572 -0.328  0.051
H6 -0.331 1.898 -1.159  0.132

***

2.
This record from the Open Molecules 2025 dataset describes N2O3 in the gas phase. The level of theory is ωB97M-V/def2-TZVPD.

Charge: 0
Gap between HOMO and LUMO, eV: 8.68
Multiplicity: 1
SMILES: O=N[N+](=O)[O-]

Each line ends with the Löwdin charge.
Element x y z (Å)
O1 -0.028 -0.512 1.671  0.114
O2 -0.593 0.477 -1.435  0.111
O3 1.275 0.173 -0.427  0.089
N1 0.038 0.175 -0.443  -0.418
N2 -0.692 -0.313 0.635  0.104

***

3.
This record from the Open Molecules 2025 dataset describes 2 unconnected molecules or ions with the total composition C4H11N3O2. The level of theory is ωB97M-V/def2-TZVPD.

Charge: 0
Gap between HOMO and LUMO, eV: 10.04
Multiplicity: 1
SMILES: CN=C(N)N.CC(=O)O

Each line ends with the Löwdin charge.
Element x y z (Å)
O1 2.273 -0.310 0.786  0.065
O2 1.030 -1.307 -0.903  0.081
N1 -0.238 0.938 1.849  0.146
N2 -1.118 0.517 -0.288  0.012
N3 -2.213 1.943 1.360  0.117
C1 -1.242 1.030 0.849  -0.494
C2 3.044 -2.087 -0.755  -0.024
C3 2.155 -1.044 -0.197  -0.528
C4 -2.153 0.571 -1.446  -0.049
H1 0.556 0.429 1.533  0.038
H2 0.434 -0.646 -0.552  0.039
H3 2.930 -2.426 -1.749  0.056
H4 -1.796 0.980 -2.290  0.013
H5 3.339 -2.926 -0.086  0.102
H6 -0.578 0.643 2.622  0.000
H7 -2.069 2.291 2.293  0.083
H8 -3.035 1.175 -1.137  0.062
H9 -2.917 2.348 0.777  0.067
H10 -2.480 -0.502 -1.602  0.093
H11 4.076 -1.618 -1.064  0.121

***

Number 1: HOMO -9.84 eV. Number 2: HOMO -11.95 eV. Number 3: HOMO -9.16 eV.